C5H9N3 | ωB97M-V with the def2-TZVPD basis set

Each line ends with the Löwdin charge.
Positions of all 17 atoms, in Å:
C (-0.538, -0.095, 0.187)  -0.1376
C (0.730, -0.494, 1.119)  0.0059
C (1.886, -0.086, 0.227)  -0.1291
C (1.297, 0.411, -1.059)  -0.1178
C (-2.867, 0.327, -0.339)  -0.0401
N (-2.721, 0.726, -1.502)  0.4325
N (-1.837, -0.260, 0.402)  0.1935
N (-0.084, 0.497, -0.910)  0.2149
H (0.771, 0.300, 1.920)  0.1697
H (0.758, -1.481, 1.523)  0.1327
H (2.401, 0.636, 0.723)  0.1048
H (2.548, -1.013, 0.132)  0.1769
H (1.601, 1.402, -1.488)  0.1920
H (1.714, -0.261, -1.898)  0.2330
H (-3.081, 1.445, -2.130)  0.1840
H (-3.619, 0.527, 0.450)  0.2145
H (-2.107, -0.661, 1.254)  0.1700

The total charge is +2. The value obtained for the total energy is -359.31608 a.u. The value obtained for the HOMO-LUMO gap (alpha / beta) is 7.109 / 6.634 eV. As for the HOMO energy (alpha / beta): -20.070 / -19.657 eV. For the largest force on an atom, the calculation gives 4.37 eV Å⁻¹.